1.
ORCA calculation (ωB97M-V with the def2-TZVPD basis set) on a cluster of 5 separate species, C8H8Cl14O3 in total.

Last column: natural (NBO) charge in e.
Geometry (Å):
C 1.986 2.044 -0.339  -0.649
C 1.164 0.821 -0.594  -0.070
Cl -0.489 1.094 -0.988  0.040
C 1.630 -0.416 -0.516  0.194
Cl 0.731 -1.838 -0.835  0.048
O 2.954 -0.653 -0.195  -0.493
C 3.307 -0.656 1.110  0.994
O 4.429 -0.436 1.456  -0.602
O 2.275 -0.939 1.922  -0.686
H 1.588 2.599 0.511  0.234
H 3.023 1.780 -0.134  0.236
H 1.972 2.689 -1.218  0.238
H 2.651 -1.269 2.749  0.514
C -4.099 -1.180 -0.823  -0.287
Cl -2.728 -1.199 0.283  0.022
Cl -4.063 0.254 -1.851  0.017
Cl -4.140 -2.650 -1.798  0.017
H -5.007 -1.144 -0.236  0.225
C -6.630 3.271 -3.556  -0.286
Cl -6.477 4.880 -2.850  0.022
Cl -5.064 2.670 -4.100  0.021
Cl -7.381 2.153 -2.418  0.020
H -7.274 3.346 -4.422  0.228
C -2.491 -2.429 4.181  -0.287
Cl -3.305 -3.877 3.591  0.023
Cl -2.001 -2.619 5.865  0.021
Cl -1.110 -2.026 3.163  0.020
H -3.193 -1.607 4.128  0.228
C 7.473 -0.524 -0.332  -0.288
Cl 9.084 -0.617 0.383  0.013
Cl 7.325 0.907 -1.354  0.011
Cl 7.112 -1.986 -1.252  0.015
H 6.747 -0.444 0.468  0.249

Computed properties:
SMILES string   C/C(Cl)=C(/Cl)OC(=O)O.ClC(Cl)Cl.ClC(Cl)Cl.ClC(Cl)Cl.ClC(Cl)Cl
Net charge   0
Gap between HOMO and LUMO   0.360 Eh
Total energy   -6978.02711 a.u.
Energy relative to the best compared isomer or geometry (same formula, charge and spin)   0.000 eV


2.
ORCA calculation (ωB97M-V with the def2-TZVPD basis set) on the molecule C8H8Cl2FNO.

Last column: natural (NBO) charge in e.
Geometry (Å):
C -0.520 -0.972 -1.439  -0.219
C -0.727 -0.188 -0.171  -0.124
C 0.596 -1.560 -1.935  -0.184
C -0.937 1.111 -0.095  -0.330
C -1.353 1.686 1.185  0.514
C 1.955 -1.585 -1.083  -0.284
C 1.681 -1.773 0.285  0.608
C -1.728 3.117 1.169  -0.505
N 2.340 -1.164 1.168  -0.625
O -1.122 1.104 2.273  -0.523
F 0.743 -2.743 0.637  -0.351
Cl 2.684 -3.184 -1.675  -0.047
Cl -2.543 3.696 2.534  0.027
H -1.448 -1.087 -2.022  0.227
H -0.878 -0.844 0.752  0.253
H 0.402 -2.153 -2.828  0.236
H 2.621 -0.723 -1.202  0.276
H -0.935 3.768 1.053  0.246
H -2.382 3.099 0.187  0.215
H 2.340 -1.354 2.103  0.376
H -0.788 1.748 -0.895  0.213

Computed properties:
SMILES string   [H]/N=C(\F)[C@@H](Cl)/C=C\C=C\C(=O)CCl
Net charge   0
Gap between HOMO and LUMO   0.360 Eh
Total energy   -1459.78058 a.u.
Energy relative to the best compared isomer or geometry (same formula, charge and spin)   0.000 eV


3.
ORCA calculation (ωB97M-V with the def2-TZVPD basis set) on the molecule C8H8Cl2Si.

Last column: Löwdin spin population.
Geometry (Å):
C 1.912 1.253 -0.267  -0.018
C 1.194 2.305 -0.655  0.025
C 1.269 0.057 0.027  0.038
C -0.154 2.230 -0.779  0.084
C -0.115 -0.086 -0.114  0.100
C -0.804 1.044 -0.415  0.741
C -0.739 -1.331 0.123  0.011
C -2.214 -1.424 0.526  0.105
Si -3.235 0.121 -0.117  0.553
Cl -4.113 1.288 1.186  0.153
Cl -4.388 -0.485 -1.658  0.167
H 3.022 1.413 -0.147  0.000
H 1.695 3.306 -0.808  0.006
H 1.931 -0.835 0.263  0.008
H -0.843 3.141 -0.909  0.016
H -0.880 -1.824 -0.796  -0.001
H -0.191 -1.898 0.894  0.000
H -2.597 -2.280 0.107  0.005
H -2.404 -1.595 1.645  0.006

Computed properties:
Net charge   0
Gap between HOMO and LUMO (spin up / spin down)   0.234 / 0.271 Eh
Total energy   -1519.41438 a.u.
Multiplicity   3


4.
ORCA calculation (ωB97M-V with the def2-TZVPD basis set) on a cluster of 2 separate species, C8H8ClN3OS in total.

Last column: natural (NBO) charge in e.
Geometry (Å):
C -3.799 0.049 -0.896  0.335
C 1.395 0.422 0.685  -0.173
C 2.695 0.648 0.255  -0.243
C 1.340 -1.565 -0.795  0.038
C 0.797 -0.798 0.215  -0.074
C 3.298 -0.376 -0.609  0.201
C -1.107 2.326 0.421  -0.610
C -0.541 -1.264 0.842  -0.512
N -4.836 0.516 -1.115  -0.257
N 2.612 -1.360 -1.130  -0.425
N -2.722 -0.664 -0.701  -0.130
O -2.270 -1.654 -1.368  -0.371
S -1.972 -0.067 0.794  0.497
Cl 5.018 -0.249 -0.686  0.029
H 0.856 1.051 1.347  0.226
H 3.153 1.588 0.296  0.228
H 0.655 -2.388 -1.111  0.218
H -2.064 2.733 0.073  0.189
H -0.284 2.206 -0.307  0.192
H -0.954 2.388 1.431  0.159
H -0.872 -2.176 0.513  0.254
H -0.399 -1.366 1.846  0.228

Computed properties:
Net charge   0
Gap between HOMO and LUMO (spin up / spin down)   0.231 / 0.332 Eh
Total energy   -1407.27058 a.u.
Energy relative to the best compared isomer or geometry (same formula, charge and spin)   3.280 eV


5.
ORCA calculation (ωB97M-V with the def2-TZVPD basis set) on the molecule C8H8ClNO2.

Last column: natural (NBO) charge in e.
Geometry (Å):
C 2.039 -1.522 0.354  -0.183
C 0.919 -2.249 0.404  -0.220
C 2.045 -0.128 0.182  -0.215
C -0.283 -1.550 0.294  -0.181
C 0.866 0.551 -0.119  0.007
C -0.270 -0.247 -0.131  -0.053
C 0.653 1.942 -0.649  -0.639
C -1.656 0.426 -0.583  -0.136
N -2.412 0.602 0.668  0.508
O -2.152 1.605 1.312  -0.392
O -3.157 -0.248 1.045  -0.343
Cl -2.597 -0.540 -1.748  0.016
H 3.025 -2.076 0.823  0.218
H 0.987 -3.340 0.640  0.227
H 2.961 0.421 0.294  0.217
H -1.168 -2.077 0.277  0.224
H 1.634 2.386 -0.864  0.231
H -0.094 1.882 -1.421  0.212
H 0.213 2.640 0.142  0.239
H -1.554 1.521 -0.920  0.262

Computed properties:
SMILES string   Cc1ccccc1[C@@H](Cl)[N+](=O)[O-]
Net charge   0
Gap between HOMO and LUMO   0.357 Eh
Total energy   -974.93126 a.u.
Energy relative to the best compared isomer or geometry (same formula, charge and spin)   4.010 eV


6.
ORCA calculation (ωB97M-V with the def2-TZVPD basis set) on a structure of composition C8H8CrN2O3Se.

Last column: Löwdin spin population.
Geometry (Å):
O 5.044 -1.224 -1.000  0.071
C 3.953 -0.840 -1.046  0.080
Cr 2.055 -0.033 -1.028  3.362
C 2.310 1.145 -2.407  0.094
C 2.620 1.310 0.120  0.119
O 2.506 1.987 -3.198  0.157
O 3.117 2.194 0.708  0.154
C -2.766 -0.335 -1.560  -0.002
N -2.154 -0.302 -0.249  -0.005
C -2.736 0.236 0.894  -0.005
C -1.801 0.200 1.873  -0.008
N -0.647 -0.353 1.327  -0.001
C 0.614 -0.451 2.028  0.024
C -0.873 -0.685 0.022  0.022
Se 0.273 -1.496 -1.201  -0.074
H -3.082 0.673 -1.852  -0.001
H -3.642 -0.996 -1.558  0.000
H -2.023 -0.710 -2.272  -0.002
H -3.751 0.589 0.889  0.000
H -1.843 0.520 2.902  0.000
H 0.877 0.523 2.455  0.000
H 0.540 -1.192 2.833  0.001
H 1.410 -0.759 1.322  0.014

Computed properties:
Net charge   +2
Gap between HOMO and LUMO (spin up / spin down)   0.238 / 0.225 Eh
Total energy   -4090.09590 a.u.
Multiplicity   5


7.
ORCA calculation (ωB97M-V with the def2-TZVPD basis set) on the ion C8H8FN2O with charge +1.

Last column: natural (NBO) charge in e.
Geometry (Å):
C 1.602 -0.160 1.547  -0.095
C 0.952 0.958 1.032  -0.131
C 1.836 -1.513 -0.497  0.577
C 0.152 2.258 -0.757  0.549
C -0.666 0.057 -0.565  0.296
C 1.882 -1.351 0.837  -0.516
C -2.044 -0.161 -1.026  -0.474
C -1.371 -1.050 0.124  0.202
N 1.760 -1.285 -1.647  -0.559
N 0.141 1.024 -0.098  -0.339
O 0.652 3.244 -0.353  -0.418
F -0.972 -2.227 -0.249  -0.296
H 2.066 -0.068 2.586  0.271
H 0.978 1.920 1.456  0.253
H -0.519 2.253 -1.677  0.146
H 2.224 -2.252 1.336  0.280
H -2.637 0.702 -0.841  0.265
H -2.367 -0.510 -2.002  0.289
H -1.681 -1.006 1.209  0.227
H 1.200 -1.223 -2.520  0.471

Computed properties:
SMILES string   N=C=C/C=C\[N+](C=O)=C1\C[C@H]1F
Net charge   +1
Gap between HOMO and LUMO   0.231 Eh
Total energy   -593.80369 a.u.
Energy relative to the best compared isomer or geometry (same formula, charge and spin)   2.504 eV


8.
ORCA calculation (ωB97M-V with the def2-TZVPD basis set) on the molecule C8H8FN5.

Last column: natural (NBO) charge in e.
Geometry (Å):
C 3.416 -1.023 0.013  -0.306
C -2.101 1.605 -0.087  -0.367
C 2.343 -1.475 -0.675  0.080
C 3.358 0.361 0.434  0.097
C -1.198 2.699 -0.134  -0.037
C -1.301 0.463 -0.002  0.291
C 1.165 0.335 0.025  0.556
C -3.056 -1.400 0.061  -0.442
N 1.211 -0.792 -0.618  -0.451
N 2.250 1.064 0.438  -0.422
N 0.035 2.304 -0.013  -0.205
N -0.058 0.974 0.088  -0.228
N -1.631 -1.133 -0.133  0.015
F -1.027 -1.688 1.049  -0.288
H 4.266 -1.535 0.102  0.211
H -3.202 1.587 -0.137  0.233
H 2.446 -2.440 -1.216  0.203
H 4.295 0.945 0.815  0.205
H -1.273 3.718 -0.222  0.212
H -3.022 -2.453 0.505  0.236
H -3.470 -0.736 0.691  0.187
H -3.447 -1.381 -0.987  0.221

Computed properties:
SMILES string   CN(F)c1ccnn1-c1ncccn1
Net charge   0
Gap between HOMO and LUMO   0.361 Eh
Total energy   -683.13507 a.u.


9.
ORCA calculation (ωB97M-V with the def2-TZVPD basis set) on a structure of composition C8H8FO18Zn.

Last column: natural (NBO) charge in e.
Geometry (Å):
Zn -0.887 0.378 0.354  1.257
O 1.731 2.602 -3.457  -0.762
C 0.431 2.699 -3.039  0.923
O -0.007 1.780 -2.393  -0.792
O -0.168 3.783 -3.146  -0.703
H 2.034 1.839 -2.960  0.479
O -6.055 0.661 -1.832  -0.742
C -5.002 1.395 -1.441  0.923
O -5.001 2.568 -1.893  -0.757
O -4.178 0.906 -0.619  -0.833
H -5.820 -0.220 -1.532  0.460
O -0.663 6.011 2.476  -0.705
C -1.244 5.369 1.526  0.908
O -0.977 4.144 1.436  -0.679
O -2.020 5.970 0.718  -0.792
H -1.178 6.806 2.325  0.471
O -1.354 -1.295 5.440  -0.713
C -1.010 -0.696 4.338  0.910
O -0.338 0.374 4.342  -0.766
O -1.263 -1.072 3.153  -0.768
H -0.635 -1.048 6.026  0.488
O 3.966 0.517 -1.016  -0.694
C 3.633 0.708 0.191  0.901
O 4.286 1.310 0.972  -0.745
O 2.489 0.400 0.597  -0.747
H 4.707 1.128 -0.985  0.479
C 2.219 -4.455 -1.377  -0.132
C 1.673 -5.602 -0.598  0.446
O 0.420 -5.041 -0.327  -0.495
C 0.134 -3.941 -0.986  0.969
O -0.897 -3.325 -0.890  -0.550
O 1.188 -3.612 -1.716  -0.452
F 2.318 -5.689 0.551  -0.321
H 2.744 -4.905 -2.219  0.171
H 3.007 -3.923 -0.843  0.221
H 1.716 -6.526 -1.176  0.142

Computed properties:
Net charge   -3
Gap between HOMO and LUMO   0.112 Eh
Total energy   -3542.95790 a.u.
Energy relative to the best compared isomer or geometry (same formula, charge and spin)   10.382 eV


10.
ORCA calculation (ωB97M-V with the def2-TZVPD basis set) on a cluster of 2 separate species, C8H8IN in total.

Last column: natural (NBO) charge in e.
Geometry (Å):
C 1.094 -1.944 -1.043  -0.197
C 1.396 -2.609 0.197  -0.187
C 0.370 -0.760 -1.031  -0.154
C 1.024 -1.979 1.360  0.019
C 0.020 -0.233 0.283  0.027
C -1.377 2.121 0.854  -0.463
C -1.334 1.827 -0.693  -0.483
C -0.915 0.827 0.260  0.341
N 0.316 -0.872 1.423  -0.342
I -3.547 -0.875 0.123  -0.496
H 1.041 -2.632 -1.919  0.234
H 2.045 -3.489 0.287  0.233
H -0.056 -0.185 -1.893  0.238
H 0.925 -2.620 2.295  0.207
H -0.746 2.848 1.412  0.245
H -2.405 1.964 1.193  0.278
H -2.234 2.022 -1.216  0.277
H -0.445 2.077 -1.161  0.223

Computed properties:
Net charge   0
Gap between HOMO and LUMO (spin up / spin down)   0.211 / 0.211 Eh
Total energy   -661.94508 a.u.
Energy relative to the best compared isomer or geometry (same formula, charge and spin)   2.038 eV